DFT (ωB97M-V with the def2-TZVPD basis set) results for a 8-piece molecular cluster, C30H78ClN6O11 overall in a non-equilibrium geometry.

Positions of all 126 atoms, in Å:
Cl: 0.33112 0.50309 0.80576
O: -0.78423 -0.01098 0.02581
O: -0.04866 1.76420 1.37399
O: 0.75370 -0.39381 1.84789
O: 1.39694 0.73996 -0.17142
C: -0.37172 4.46406 3.85244
O: -1.37295 4.52885 4.85946
H: 0.58057 4.42407 4.38160
H: -0.45526 3.53645 3.28240
H: -0.38364 5.28636 3.13933
H: -2.05080 3.86034 4.77094
C: 0.33564 -2.68456 5.21168
C: 1.77027 -2.93579 4.74859
C: 1.87385 -4.10055 3.75376
O: 3.21113 -4.16703 3.25546
C: 3.30045 -4.41196 1.86962
N: 2.32608 -1.68449 4.25997
H: -0.08660 -3.61015 5.61760
H: -0.27632 -2.27999 4.40718
H: 0.33580 -2.02089 6.07605
H: 2.40589 -3.27990 5.57555
H: 1.24503 -3.95240 2.86928
H: 1.64456 -5.00665 4.32287
H: 2.93242 -5.42029 1.65334
H: 4.35723 -4.39822 1.59812
H: 2.81806 -3.60881 1.30640
H: 3.22843 -1.90195 3.84254
H: 1.69227 -1.36711 3.52948
C: 5.46858 1.43999 0.45465
C: 5.04882 0.39757 1.50289
C: 6.19190 -0.40307 2.05540
O: 5.63489 -1.48862 2.80644
C: 6.51116 -2.16290 3.69140
N: 4.21343 1.05439 2.53078
H: 6.25302 2.11044 0.81757
H: 4.59844 2.07241 0.28080
H: 5.81337 1.00546 -0.48412
H: 4.35055 -0.26657 0.97935
H: 6.89330 0.13631 2.70260
H: 6.73184 -0.91777 1.25082
H: 6.66063 -1.50180 4.54769
H: 7.46799 -2.38482 3.20473
H: 6.04146 -3.11377 3.92841
H: 4.15876 0.37128 3.28819
H: 3.26576 1.02849 2.16932
C: 2.24861 2.30286 -3.33219
C: 0.73525 2.25808 -3.47603
C: 0.13976 0.93975 -3.95485
O: -1.25443 1.05249 -4.05918
C: -1.74986 -0.06797 -4.79083
N: -0.00622 2.65306 -2.26718
H: 2.51181 3.23965 -2.84871
H: 2.63790 2.14863 -4.34358
H: 2.56943 1.46881 -2.70042
H: 0.46772 2.96371 -4.27946
H: 0.46600 0.25212 -3.15525
H: 0.62260 0.66368 -4.89995
H: -1.23777 -0.25841 -5.74018
H: -2.78895 0.10408 -5.06159
H: -1.60526 -0.92821 -4.13406
H: 0.51241 3.42825 -1.88041
H: 0.10036 1.91240 -1.57360
C: -4.29078 0.36965 -0.43999
C: -3.63717 1.02091 -1.65068
C: -4.69559 1.38186 -2.68440
O: -4.19525 2.24627 -3.68485
C: -5.22189 2.76689 -4.48095
N: -2.83603 2.19961 -1.25042
H: -4.70420 -0.61776 -0.65010
H: -5.14597 1.01742 -0.19523
H: -3.61823 0.43255 0.41389
H: -2.91180 0.31508 -2.06623
H: -5.59855 1.79916 -2.22273
H: -4.91776 0.43079 -3.19348
H: -5.75413 1.98991 -5.04909
H: -4.79229 3.45014 -5.21101
H: -5.96878 3.27672 -3.86103
H: -2.07989 1.79624 -0.69692
H: -3.41849 2.60127 -0.50530
C: 0.69802 7.56561 -2.54450
C: 0.27036 6.08366 -2.31736
C: -0.55627 6.08614 -1.03525
O: -1.09293 4.79391 -0.72929
C: -1.83451 4.91038 0.46648
N: -0.55641 5.66118 -3.46108
H: -0.18118 8.16749 -2.76904
H: 1.40078 7.63062 -3.37795
H: 1.24531 7.92009 -1.66555
H: 1.14985 5.44752 -2.22713
H: -1.40471 6.76895 -1.19609
H: 0.00755 6.47491 -0.18078
H: -1.42245 5.55289 1.24400
H: -1.98422 3.90137 0.85646
H: -2.85955 5.19563 0.19045
H: -1.18552 6.46503 -3.56954
H: -0.00836 5.87306 -4.30071
C: -4.08213 -3.84207 1.04117
C: -2.56876 -3.98436 0.84061
C: -2.16860 -5.42615 1.22653
C: -0.80197 -5.84472 0.66041
C: -0.81666 -5.59426 -0.85150
C: -1.03891 -4.11095 -1.23054
N: -2.23388 -3.64354 -0.53443
O: -2.60219 -2.34837 -0.90185
C: 0.27497 -3.40527 -0.81179
C: -1.25366 -4.05889 -2.73274
C: -1.85841 -3.03846 1.83993
H: -4.46517 -2.91908 0.60224
H: -4.40730 -3.78150 2.08112
H: -4.55216 -4.68877 0.53632
H: -1.99311 -5.42203 2.30604
H: -3.00900 -6.10408 1.07346
H: -0.64791 -6.90208 0.89140
H: -0.02276 -5.33230 1.22378
H: -1.58952 -6.19230 -1.34535
H: 0.12137 -5.93019 -1.30135
H: 0.66595 -3.53143 0.19338
H: 1.10706 -3.69829 -1.46010
H: 0.13397 -2.33726 -1.01669
H: -0.27744 -4.30771 -3.16256
H: -2.02138 -4.74004 -3.09136
H: -1.44163 -3.05097 -3.10399
H: -0.78177 -3.03866 1.62625
H: -1.84481 -3.34433 2.88705
H: -2.12684 -1.98776 1.71423
H: -1.97888 -1.75130 -0.44943

Force components x, y, z for each atom (eV/Å):
Cl 0.62 1.18 -1.89
O -0.36 -0.69 0.65
O -0.22 0.15 0.45
O -0.12 -0.40 -0.20
O 0.02 -0.53 1.11
C 0.14 -1.17 0.19
O -0.21 0.79 0.32
H 0.15 0.20 -0.22
H 0.07 0.05 -0.10
H -0.21 0.26 0.26
H 0.13 -0.17 -0.42
C 0.51 -0.75 0.69
C 0.23 0.02 0.05
C 0.41 0.55 -0.35
O 0.18 0.00 0.52
C 0.45 -0.06 0.36
N -0.12 -0.36 -0.09
H -0.23 -0.07 -0.40
H -0.06 -0.01 0.02
H 0.05 0.37 -0.26
H -0.22 0.23 0.26
H -0.53 -0.10 0.31
H -0.23 -0.28 -0.41
H -0.33 0.16 -0.35
H 0.03 0.06 0.13
H -0.28 -0.25 -0.16
H -0.08 0.25 -0.20
H 0.36 0.35 -0.13
C 0.13 0.19 0.48
C -0.92 0.73 -0.94
C -0.05 -1.43 0.42
O -0.58 -0.17 0.12
C -0.17 0.67 -0.80
N 0.60 -0.65 0.53
H 0.04 -0.10 0.17
H -0.01 -0.08 -0.27
H -0.12 -0.13 0.01
H 0.53 -0.52 -0.16
H -0.11 0.39 -0.18
H 0.29 0.63 -0.24
H 0.25 -0.40 0.36
H 0.12 0.09 0.05
H -0.11 0.10 0.36
H -0.02 0.27 0.17
H -0.13 0.37 -0.07
C -0.75 -1.27 -0.26
C -1.50 0.83 -0.16
C 1.28 0.55 1.11
O 0.16 -0.52 -1.30
C 0.11 0.35 0.63
N 1.00 -0.34 -0.57
H 0.36 0.10 -0.30
H 0.60 0.39 0.19
H 0.18 0.13 0.08
H -0.05 0.28 0.27
H -0.42 -0.65 -0.27
H -0.16 -0.20 -0.11
H 0.38 0.20 0.05
H -0.17 0.03 0.46
H -0.39 -0.44 -0.25
H -0.33 0.25 0.34
H -0.01 0.06 -0.14
C -0.95 0.69 -0.24
C 1.03 0.30 0.11
C 0.78 -0.67 -0.73
O -0.07 0.25 0.10
C -0.06 -0.28 0.00
N -1.18 -0.48 0.89
H 0.31 -0.16 0.24
H -0.03 -0.12 0.25
H 0.10 -0.59 -0.05
H -0.18 0.06 -0.32
H -0.02 0.06 0.07
H -0.67 -0.02 0.19
H 0.00 -0.16 0.05
H 0.10 0.13 0.16
H -0.03 0.20 -0.07
H 0.33 0.24 -0.33
H 0.17 0.48 -0.24
C 0.85 -0.99 0.42
C -0.37 1.24 -0.13
C -0.67 -1.03 -0.46
O 1.04 1.46 0.69
C -1.23 -1.32 -0.67
N 0.15 1.00 -0.45
H 0.04 0.16 0.19
H -0.13 0.00 -0.12
H -0.24 0.34 -0.03
H -0.01 -0.10 0.02
H -0.02 0.17 -0.01
H 0.24 -0.03 -0.05
H 0.20 0.14 -0.17
H 0.47 0.00 0.17
H 0.04 0.62 0.24
H -0.65 -0.54 0.29
H 0.33 -0.71 0.10
C -0.28 0.17 -0.54
C 0.09 0.71 1.58
C 0.78 0.47 0.54
C -1.24 -0.43 -0.49
C 0.18 -0.17 0.04
C 0.63 -1.13 1.45
N -0.62 -1.31 -0.75
O 0.31 0.24 0.35
C 0.01 1.21 -1.24
C 1.04 0.69 -0.22
C 1.42 0.29 -0.46
H 0.22 -0.04 -0.22
H 0.35 -0.41 0.15
H -0.29 0.10 0.09
H -0.51 0.06 0.11
H 0.30 -0.26 -0.56
H 0.02 -0.08 -0.20
H 0.12 0.30 -0.36
H -0.18 -0.09 0.33
H 0.09 0.18 -0.05
H -0.56 -0.11 0.20
H -0.17 -0.17 -0.16
H 0.24 0.08 0.35
H -0.20 -0.34 -0.26
H -0.07 -0.02 0.15
H -0.30 0.01 0.23
H -0.05 0.02 -0.20
H -0.83 0.03 0.01
H -0.34 -0.07 0.24
H -0.01 0.29 -0.11

Its energy above the lowest of the compared OMol25 structures with the same formula, charge and spin is 83.0 kJ/mol. As for the orbital gap: 7.8920 eV. The total charge is -1. The highest occupied orbital energy comes out at -0.1950 hartree.

Mulliken population analysis, charges in e, atoms 1 to 6: number 1, Cl, carries 0.61; number 2, O, carries 0.20; number 3, O, carries -0.62; number 4, O, carries -0.40; number 5, O, carries -0.51; number 6, C, carries 0.14